Entry 1:
C20H44BBrF3I2NbO4P | ωB97M-V/def2-TZVPD

The charge is -1. Its lowest unoccupied orbital energy is 1.4 eV. As for the multiplicity: 1. As for the HOMO energy: -5.017 eV.

Geometry as XYZ:
```
77
Properties=species:S:1:pos:R:3:mulliken_charge:R:1
C -4.652 0.807 0.280 -0.5498
O -4.486 0.745 1.682 -0.3691
C -4.063 -0.530 2.132 -0.0826
C -3.942 -0.469 3.650 -0.9749
C -2.592 0.086 4.104 -0.7506
C -1.461 -0.949 4.099 0.3435
C -0.258 -0.526 4.951 -1.0684
C 0.684 0.482 4.255 -0.4529
C 2.161 0.067 4.271 -1.1815
C 2.567 -1.148 3.408 -0.9656
C 1.668 -1.450 2.206 0.6219
C 2.340 -2.379 1.180 -0.8760
C 2.700 -1.680 -0.151 -1.0308
Nb 1.300 -1.569 -1.868 -0.7262
Br -0.340 -1.515 -3.901 -0.4801
B 1.009 -3.920 -1.735 0.9910
O -0.099 -4.553 -2.271 -0.5029
O 1.894 -4.798 -1.108 -0.6177
C 1.299 0.794 -1.680 -0.7484
I 3.192 1.646 -2.270 0.0262
C 0.138 1.540 -2.244 0.1299
C 0.156 1.890 -3.733 -0.9919
I -0.258 3.430 -1.070 -0.1386
P 3.165 -2.174 -3.483 0.4058
C 3.435 -3.939 -3.924 -1.2811
C 2.895 -1.456 -5.156 -0.9219
C -0.587 -1.756 -0.489 0.7634
F -1.790 -1.743 -1.101 -0.3103
F -0.667 -2.824 0.368 -0.2835
F -0.649 -0.665 0.358 -0.0775
H -5.313 1.651 0.071 0.2302
H -5.106 -0.115 -0.108 0.3155
H -3.691 0.958 -0.229 0.1309
H -3.080 -0.765 1.697 -0.1015
H -4.765 -1.306 1.794 0.4580
H -4.763 0.151 4.027 0.3442
H -4.088 -1.478 4.058 0.4500
H -2.674 0.532 5.102 0.5070
H -2.327 0.904 3.421 0.2889
H -1.847 -1.919 4.441 0.4735
H -1.125 -1.096 3.068 -0.6568
H 0.312 -1.411 5.261 0.3901
H -0.641 -0.079 5.878 0.5293
H 0.623 1.454 4.758 0.4681
H 0.339 0.662 3.231 0.2015
H 2.409 -0.146 5.321 0.3447
H 2.783 0.925 3.989 0.4123
H 3.577 -0.968 3.017 0.4218
H 2.656 -2.040 4.041 0.3338
H 1.414 -0.504 1.718 0.0104
H 0.723 -1.886 2.536 -0.1883
H 1.704 -3.251 1.012 0.5594
H 3.269 -2.762 1.631 0.4052
H 3.599 -2.147 -0.581 0.6058
H 3.003 -0.644 0.074 0.4691
H -0.359 -5.320 -1.738 0.2535
H 2.570 -4.315 -0.615 0.3076
H 1.310 0.936 -0.596 0.3617
H -0.775 0.996 -1.999 0.1317
H 1.006 1.398 -4.213 0.1619
H -0.754 1.531 -4.215 0.2798
H 0.232 2.962 -3.913 0.3059
H 3.738 -4.507 -3.044 0.3101
H 2.512 -4.370 -4.321 0.3078
H 4.222 -4.015 -4.681 0.4639
H 3.049 -2.230 -5.912 0.3578
H 3.609 -0.643 -5.320 0.3115
H 1.883 -1.064 -5.260 0.1742
C -1.431 6.727 -3.571 -0.4609
C -1.461 7.422 -2.223 -0.2940
O -2.431 6.872 -1.341 -0.5210
H -2.413 6.775 -4.043 0.2583
H -0.699 7.194 -4.233 0.3011
H -1.157 5.677 -3.449 -0.1060
H -1.740 8.472 -2.336 0.2926
H -0.466 7.392 -1.765 0.2374
H -2.196 5.946 -1.206 0.2633
```

---

Entry 2:
C78H168N8O18 | ωB97M-V/def2-TZVPD

Its lowest unoccupied orbital energy is 0.2 eV. The energy above the lowest of the compared OMol25 structures with the same formula, charge and spin comes out at 0.0 kJ/mol. As for the multiplicity: 1. As for the HOMO energy: -7.400 eV.

Geometry as XYZ:
```
272
Properties=species:S:1:pos:R:3:mulliken_charge:R:1
C -2.663 1.595 1.228 -0.9572
C -1.197 1.333 0.710 3.6493
C -0.666 -0.018 0.799 -0.8484
N 0.720 -0.114 0.194 1.7042
C 0.838 0.528 -1.160 -0.3794
C -0.080 0.003 -2.136 0.7537
C 0.260 -1.482 -2.411 0.7119
C 0.436 -2.261 -1.087 0.9066
C 1.151 -1.561 0.043 -0.6047
C 1.565 0.563 1.189 -0.4410
H -3.124 1.056 2.072 0.5118
H -3.217 1.390 0.323 0.2313
H -2.666 2.656 1.440 -1.1333
H -0.557 1.930 1.382 -1.2709
H -1.166 1.801 -0.325 -1.2021
H -1.282 -0.824 0.370 -0.3360
H -0.521 -0.318 1.819 0.8979
H 0.742 1.627 -1.128 0.1288
H 1.869 0.394 -1.394 0.0226
H -1.079 0.037 -1.691 -0.9328
H -0.129 0.635 -3.023 0.1029
H -0.527 -2.060 -2.916 -0.8258
H 1.206 -1.489 -2.982 0.0843
H -0.585 -2.524 -0.893 -0.6192
H 1.074 -3.103 -1.194 0.1462
H 1.085 -2.081 1.043 0.1352
H 2.218 -1.546 -0.152 -0.5654
H 1.665 1.650 0.959 -0.4461
H 2.575 0.137 1.159 0.9250
H 1.122 0.423 2.181 -0.1771
C -1.949 4.644 -0.385 -1.2656
C -1.443 5.296 0.946 1.0433
C -0.292 6.179 0.547 -0.6260
N 0.112 7.194 1.639 0.7264
C 0.587 6.485 2.895 -0.0454
C 0.913 7.431 4.068 -0.7653
C 2.103 8.253 3.620 -0.6354
C 1.834 8.954 2.267 -0.8585
C 1.269 8.063 1.236 0.0134
C -1.097 7.933 2.031 -1.1697
H -2.165 5.397 -1.155 0.8100
H -2.857 4.056 -0.231 0.4833
H -1.159 3.999 -0.868 -0.3695
H -1.200 4.557 1.732 -0.3904
H -2.216 5.857 1.449 0.3129
H -0.686 6.726 -0.266 0.5659
H 0.585 5.649 0.290 -0.4837
H 1.443 5.923 2.619 -0.4356
H -0.234 5.847 3.224 0.6107
H 1.284 6.722 4.787 0.4419
H 0.110 8.012 4.630 0.2714
H 2.986 7.558 3.501 0.1552
H 2.378 9.022 4.281 0.5360
H 2.762 9.449 1.866 0.3907
H 1.202 9.818 2.513 0.3778
H 1.910 7.250 0.854 -0.0569
H 0.986 8.627 0.381 0.5405
H -1.653 8.130 1.132 0.2769
H -0.849 8.867 2.511 0.4843
H -1.666 7.425 2.784 0.4462
C -1.557 1.813 4.871 -1.9994
C -0.192 2.294 4.357 1.5583
C 0.889 1.538 5.182 -0.9473
N 2.366 1.965 5.134 0.8191
C 3.063 1.164 6.279 -0.1865
C 4.534 1.139 6.239 -1.0045
C 5.046 0.660 4.875 -0.8482
C 4.536 1.677 3.867 -0.9436
C 2.959 1.622 3.769 1.5390
C 2.445 3.442 5.272 -1.2500
H -2.426 2.261 4.414 0.3785
H -1.691 1.966 5.907 0.5774
H -1.641 0.756 4.690 0.2545
H -0.188 3.364 4.404 -0.0259
H 0.012 2.054 3.301 -0.0973
H 0.935 0.519 4.929 -0.1951
H 0.561 1.743 6.209 0.6949
H 2.806 0.110 6.067 0.1565
H 2.720 1.415 7.286 0.5192
H 4.856 0.551 7.089 0.4997
H 5.092 2.084 6.491 0.3272
H 4.600 -0.261 4.531 0.1654
H 6.131 0.570 4.913 0.5314
H 4.907 1.421 2.866 0.5157
H 4.838 2.706 4.129 0.2457
H 2.659 0.601 3.578 -0.7811
H 2.643 2.366 3.030 -0.3664
H 1.905 3.741 6.118 0.3887
H 1.959 3.960 4.406 0.2489
H 3.504 3.665 5.233 0.5149
C 0.420 -5.378 -2.522 -0.9760
C 1.646 -5.146 -3.447 -0.0676
C 2.853 -5.780 -2.794 0.9695
N 4.187 -5.178 -3.109 0.8271
C 4.390 -5.149 -4.652 -0.6792
C 4.581 -6.543 -5.270 -0.6654
C 5.654 -7.420 -4.607 -1.0005
C 5.356 -7.486 -3.135 -0.2735
C 5.240 -6.064 -2.496 -0.4997
C 4.401 -3.763 -2.607 -0.9459
H 0.554 -4.942 -1.515 -0.0997
H 0.162 -6.451 -2.341 0.3980
H -0.408 -4.833 -2.909 0.4548
H 1.816 -4.099 -3.550 0.1085
H 1.262 -5.461 -4.448 0.1759
H 2.780 -6.869 -2.887 0.4212
H 2.804 -5.566 -1.672 -1.4355
H 3.565 -4.574 -5.117 0.4100
H 5.295 -4.544 -4.755 0.5046
H 3.662 -7.165 -5.219 0.2177
H 4.743 -6.498 -6.328 0.5065
H 5.701 -8.381 -5.042 0.4881
H 6.637 -6.995 -4.783 0.3228
H 4.443 -8.101 -2.990 0.0871
H 6.159 -8.000 -2.605 0.4671
H 5.021 -6.006 -1.427 0.2520
H 6.221 -5.569 -2.651 0.3653
H 5.395 -3.413 -2.863 0.4463
H 4.213 -3.828 -1.559 -0.2261
H 3.602 -3.126 -3.018 0.4361
C 2.069 0.498 -5.524 -1.2866
C 2.611 1.617 -4.657 1.0815
C 1.800 2.839 -4.854 -0.3154
N 2.284 3.974 -3.976 0.8964
C 1.392 5.234 -4.156 -0.5519
C 1.821 6.449 -3.479 0.2079
C 3.198 6.870 -4.027 -1.4002
C 4.117 5.615 -3.584 -0.4063
C 3.713 4.344 -4.234 -0.7140
C 2.125 3.706 -2.464 0.9551
H 1.045 0.086 -5.168 -0.1059
H 2.743 -0.409 -5.368 0.2222
H 2.054 0.820 -6.511 0.5854
H 3.635 1.805 -4.976 0.4628
H 2.668 1.266 -3.669 -0.7722
H 0.752 2.707 -4.585 -0.4114
H 1.794 3.235 -5.872 0.5571
H 1.387 5.315 -5.222 0.7529
H 0.401 4.749 -3.994 0.0008
H 1.122 7.214 -3.784 0.5796
H 1.855 6.306 -2.341 -0.3001
H 3.202 6.818 -5.098 0.4208
H 3.608 7.773 -3.744 0.5856
H 5.171 5.794 -3.849 0.6120
H 4.140 5.450 -2.470 -0.1005
H 3.914 4.352 -5.330 0.4345
H 4.352 3.608 -3.824 0.3302
H 2.753 2.862 -2.175 -0.7274
H 1.074 3.466 -2.433 -0.1741
H 2.396 4.592 -1.938 0.0179
C -10.379 -0.039 4.565 -1.5193
C -8.856 -0.268 4.410 -0.0787
C -8.520 -1.256 3.267 -0.8918
N -7.151 -1.051 2.700 0.5904
C -6.822 -2.082 1.654 -1.6247
C -5.484 -1.913 1.044 0.5488
C -5.273 -0.559 0.435 1.2057
C -5.651 0.569 1.461 0.8931
C -7.090 0.331 1.979 -1.3249
C -6.240 -1.148 3.938 -1.0434
H -10.487 0.554 5.476 0.4031
H -10.979 -0.973 4.612 0.3322
H -10.790 0.582 3.738 0.3440
H -8.400 -0.716 5.270 0.4440
H -8.252 0.656 4.317 0.3434
H -9.159 -1.217 2.330 0.3728
H -8.606 -2.280 3.672 0.4624
H -7.576 -1.984 0.883 0.2724
H -6.886 -3.102 2.070 0.4893
H -5.389 -2.673 0.318 0.0937
H -4.642 -2.028 1.746 -0.2054
H -6.070 -0.453 -0.389 -0.0106
H -4.235 -0.308 0.095 -0.6961
H -5.738 1.520 0.925 0.5460
H -4.918 0.750 2.254 -0.5888
H -7.811 0.226 1.182 0.4369
H -7.474 1.111 2.753 0.0778
H -6.205 -0.182 4.435 0.4149
H -5.222 -1.270 3.594 0.2105
H -6.557 -1.987 4.536 0.3974
C -0.674 -9.056 1.695 -1.5907
C 0.660 -8.288 1.570 -0.0229
C 1.719 -8.935 0.662 -0.6792
O 1.190 -9.310 -0.601 -0.2315
C 1.814 -10.287 -1.395 -0.8782
N 0.424 -6.875 1.171 -0.5543
H -0.799 -5.344 1.349 0.1226
H 1.322 -6.352 1.147 -0.0648
H 0.122 -6.927 0.199 0.0499
H -1.181 -9.018 0.756 0.3283
H -1.279 -8.525 2.452 0.3116
H -0.487 -10.076 1.908 0.5090
H 1.136 -8.365 2.522 0.5082
H 2.228 -9.845 1.149 0.4708
H 2.599 -8.269 0.602 0.4120
H 2.907 -10.237 -1.268 0.3355
H 1.559 -10.087 -2.429 0.2657
H 1.571 -11.350 -1.097 0.2787
C -4.795 1.237 -5.480 -1.4582
C -4.047 0.052 -4.943 0.0938
C -2.510 -0.007 -5.213 0.7696
O -2.105 -0.906 -6.317 -0.5562
C -1.781 -2.248 -5.885 0.1105
N -4.215 0.095 -3.476 0.0363
H -5.148 -0.056 -3.212 0.3937
H -3.696 -1.147 -2.884 -0.1047
H -3.806 0.964 -3.130 0.0592
H -4.685 1.398 -6.567 0.3611
H -4.442 2.151 -4.898 0.1195
H -5.835 1.158 -5.241 0.4491
H -4.593 -0.827 -5.277 0.4339
H -2.011 -0.219 -4.311 -0.8486
H -2.281 0.977 -5.554 0.3372
H -1.358 -2.218 -4.924 -0.4779
H -0.975 -2.618 -6.481 0.3726
H -2.559 -2.984 -5.970 0.3493
C -3.497 -4.230 -1.603 -0.5868
C -4.124 -2.923 -1.997 0.7488
O -3.254 -1.918 -2.265 0.3737
O -5.314 -2.767 -2.110 -0.6781
H -3.262 -4.767 -2.524 0.3953
H -4.243 -4.763 -0.965 0.3954
H -2.587 -4.030 -1.024 -0.4518
C -2.655 -5.132 2.902 -1.5748
C -2.165 -4.021 1.837 0.3397
O -1.120 -4.407 1.087 0.5359
O -2.699 -2.929 1.744 -0.1267
H -3.064 -5.983 2.319 0.3848
H -3.430 -4.681 3.522 0.3114
H -1.836 -5.487 3.531 0.3872
C -4.914 3.772 3.084 -0.6566
C -5.742 2.675 3.933 0.7612
O -5.087 1.821 4.590 -0.6460
O -7.003 2.715 3.764 -0.8465
H -3.880 4.101 3.436 0.0585
H -5.432 4.726 3.163 0.5400
H -4.827 3.558 2.035 0.0397
C 4.219 3.586 0.347 -0.8348
C 3.149 4.467 0.953 0.0445
O 2.662 5.400 0.216 -0.7702
O 2.770 4.174 2.093 -0.3707
H 4.896 4.131 -0.276 0.6547
H 3.786 2.837 -0.319 -0.3742
H 4.666 3.026 1.171 0.2148
C 6.488 -0.394 -1.990 -1.3115
C 5.324 0.549 -2.417 0.1626
O 4.153 0.116 -2.156 0.1576
O 5.591 1.672 -2.901 -0.7429
H 6.915 0.267 -1.251 0.3497
H 7.270 -0.543 -2.707 0.4104
H 6.137 -1.400 -1.652 -0.0100
C -2.985 4.647 -4.256 -1.6304
C -2.285 3.442 -3.568 0.1615
O -1.001 3.400 -3.645 -0.5243
O -2.981 2.649 -2.886 -0.5912
H -2.602 4.835 -5.258 0.3098
H -2.895 5.500 -3.524 0.2845
H -4.090 4.522 -4.289 0.3795
C 1.336 -3.493 4.369 -1.3397
C 1.384 -1.963 4.033 0.4157
O 2.354 -1.269 4.399 -0.7291
O 0.382 -1.463 3.438 -0.4759
H 0.442 -3.956 3.842 0.0305
H 1.277 -3.649 5.427 0.4620
H 2.181 -3.999 3.953 0.4588
C 3.973 -3.214 1.412 -0.7896
C 3.594 -4.440 0.630 0.3574
O 4.354 -5.440 0.669 -0.8813
O 2.551 -4.408 -0.092 0.4129
H 3.246 -3.047 2.216 -0.2402
H 3.905 -2.336 0.747 -0.1149
H 4.959 -3.231 1.775 0.5807
```

---

Entry 3:
C6H10O | ωB97M-V/def2-TZVPD

Its lowest unoccupied orbital energy is 0.9 eV. The energy above the lowest of the compared OMol25 structures with the same formula, charge and spin comes out at 575.1 kJ/mol. As for the SMILES: C=CO.C#C.C=C. As for the multiplicity: 1. As for the HOMO energy: -7.891 eV.

Geometry as XYZ:
```
17
Properties=species:S:1:pos:R:3:mulliken_charge:R:1
O -1.116 -0.207 -2.209 -0.5430
C 0.141 -0.301 -1.695 0.0238
C 0.780 0.766 -1.123 -1.1704
C -0.209 1.375 0.809 -0.6018
C -0.228 0.419 1.796 -0.7215
C 0.074 -1.591 1.202 -0.3242
C 0.109 -1.929 0.014 -0.3828
H -1.550 0.551 -1.792 0.3567
H 0.668 -1.152 -2.098 0.5451
H 0.482 1.773 -1.390 0.4631
H 1.811 0.629 -0.811 0.3101
H -1.143 1.639 0.316 0.3054
H 0.549 2.150 0.810 0.3594
H 0.583 0.409 2.519 0.3039
H -1.185 0.056 2.157 0.3731
H 0.057 -1.896 2.232 0.3640
H 0.177 -2.690 -0.735 0.3391
```